{"formula": "C22H19N8Zn", "method": "ωB97M-V/def2-TZVPD", "species": ["Zn", "C", "C", "C", "C", "N", "C", "C", "C", "C", "C", "C", "N", "C", "C", "C", "C", "C", "N", "H", "H", "H", "H", "H", "H", "H", "H", "H", "H", "H", "C", "C", "C", "C", "N", "N", "C", "H", "H", "H", "H", "H", "H", "H", "H", "N", "C", "N", "C", "N"], "positions_angstrom": [[-0.0824, -0.0982, 0.1685], [3.1106, 2.9754, 0.9305], [2.4700, 4.1136, 0.4797], [1.1480, 4.0257, 0.0727], [0.5120, 2.8013, 0.1193], [1.1399, 1.6885, 0.5474], [2.4081, 1.7839, 0.9448], [-0.9130, 2.6192, -0.2902], [-1.6382, 3.4934, -1.0824], [-2.9283, 3.1326, -1.4423], [-3.4667, 1.9258, -1.0146], [-2.6780, 1.1081, -0.2259], [-1.4486, 1.4747, 0.1205], [-3.0596, -0.2436, 0.2810], [-4.3739, -0.6281, 0.4685], [-4.6351, -1.8702, 1.0280], [-3.5754, -2.6891, 1.3773], [-2.2882, -2.2367, 1.1466], [-2.0310, -1.0474, 0.6069], [4.1409, 2.9995, 1.2551], [2.9923, 5.0598, 0.4417], [0.6217, 4.9024, -0.2770], [2.8823, 0.8645, 1.2646], [-1.2015, 4.4124, -1.4469], [-3.5095, 3.7814, -2.0840], [-4.4558, 1.6201, -1.3262], [-5.1822, 0.0412, 0.2079], [-5.6548, -2.1852, 1.2062], [-3.7363, -3.6614, 1.8213], [-1.4258, -2.8451, 1.3960], [2.0173, -4.6488, -1.4989], [1.8943, -3.5991, -0.4464], [2.5976, -3.3822, 0.7212], [2.0192, -2.2540, 1.3137], [1.0068, -1.8086, 0.5706], [0.9446, -2.6513, -0.4940], [2.3466, -1.6255, 2.6284], [3.0535, -4.9644, -1.5979], [1.6733, -4.2795, -2.4652], [1.4218, -5.5236, -1.2356], [3.4347, -3.9526, 1.0896], [0.3556, -2.4140, -1.2797], [2.1267, -2.3209, 3.4389], [1.7523, -0.7260, 2.7897], [3.4051, -1.3740, 2.6918], [0.1251, -0.1040, -1.8110], [0.6285, 0.7614, -2.4367], [1.1194, 1.6656, -3.1449], [2.0703, 2.5362, -2.8769], [2.8658, 3.3469, -2.6517]], "nbo_charge": [1.68, -0.22, -0.10, -0.19, 0.16, -0.57, 0.07, 0.20, -0.21, -0.12, -0.21, 0.19, -0.56, 0.18, -0.21, -0.13, -0.24, 0.08, -0.55, 0.24, 0.24, 0.23, 0.21, 0.24, 0.24, 0.24, 0.23, 0.24, 0.24, 0.21, -0.65, 0.22, -0.34, 0.20, -0.48, -0.34, -0.65, 0.25, 0.23, 0.24, 0.25, 0.44, 0.25, 0.22, 0.24, -0.90, 0.65, -0.66, 0.44, -0.44], "lumo_ha": -0.1252, "total_charge": 1, "e_above_lowest_kj_mol": 2.6}